(1)
{
  "formula": "C3H5PS",
  "method": "the ωB97M-V functional and the def2-TZVPD basis",
  "symbols": ["C", "C", "C", "P", "S", "H", "H", "H", "H", "H"],
  "xyz": [[-1.384647, -0.532673, 0.877832], [-0.385188, -0.857233, 0.061120], [0.810854, -0.046889, -0.058247], [0.748149, 1.241771, -1.804812], [1.892983, 2.738830, -1.421210], [-2.236003, -1.039469, 1.051558], [-1.543518, 0.331407, 1.482733], [-0.689592, -1.701568, -0.498349], [1.177828, 0.542740, 0.645066], [1.609133, -0.676916, -0.335691]],
  "forces_ev_per_angstrom": [[1.464, 1.797, 0.141], [-2.063, 1.344, 1.781], [-0.824, -1.077, -5.752], [0.265, -0.855, 1.835], [-0.379, -0.591, -0.022], [-2.674, -2.669, -0.320], [1.211, 1.077, 0.382], [1.000, -0.984, -0.988], [0.725, 2.713, 3.570], [1.276, -0.754, -0.627]],
  "e_homo_ha": -0.302,
  "de_lowest_kcal_mol": 33.1,
  "smiles": "C=CCP=S",
  "homo_lumo_gap_ha": 0.253
}



(2)
{
  "formula": "C5H11N",
  "method": "the ωB97M-V functional and the def2-TZVPD basis",
  "symbols": ["C", "C", "C", "C", "N", "C", "H", "H", "H", "H", "H", "H", "H", "H", "H", "H", "H"],
  "xyz": [[-1.220024, -0.941360, 1.968992], [-1.076644, -0.002122, 0.786130], [0.249735, -0.153442, 0.115377], [0.574026, -1.083045, -0.993254], [0.442878, 0.336883, -1.190484], [1.657807, 1.006795, -1.477066], [-1.107970, -1.982993, 1.646649], [-0.438196, -0.748305, 2.713249], [-2.192894, -0.830758, 2.457825], [-1.883908, -0.189274, 0.065899], [-1.208413, 1.033949, 1.126099], [1.221964, 0.071585, 0.812997], [-0.194975, -1.673296, -1.487718], [1.563204, -1.545053, -0.992598], [1.659991, 2.032817, -0.738813], [1.750796, 1.343179, -2.497267], [2.650108, 0.603815, -1.232268]],
  "forces_ev_per_angstrom": [[0.107, -0.253, 0.231], [-0.460, 0.143, 0.076], [2.707, 0.465, 2.370], [-0.474, -1.099, -0.119], [0.206, -0.077, -1.344], [1.006, 4.512, 2.390], [-0.072, 0.117, 0.075], [-0.146, -0.024, -0.062], [0.148, -0.028, -0.070], [0.237, 0.020, -0.022], [0.116, -0.103, -0.122], [-2.438, -0.684, -1.302], [0.025, -0.054, 0.281], [-0.138, 0.281, -0.074], [-0.024, -2.397, -2.237], [-0.381, 0.122, -0.394], [-0.419, -0.941, 0.323]],
  "e_homo_ha": -0.339,
  "de_lowest_kcal_mol": 45.8,
  "smiles": "CC[C@H]1CN1C",
  "homo_lumo_gap_ha": 0.383
}



(3)
{
  "formula": "C8H11N2",
  "method": "the ωB97M-V functional and the def2-TZVPD basis",
  "symbols": ["C", "C", "C", "N", "C", "C", "N", "C", "C", "C", "H", "H", "H", "H", "H", "H", "H", "H", "H", "H", "H"],
  "xyz": [[1.293816, 1.999216, -0.373390], [0.544369, 1.147490, 0.329589], [-0.503499, -0.019382, 0.098335], [-1.799481, 0.157127, 0.105244], [-3.006742, -0.534261, -0.228900], [-2.918392, 0.973766, 0.028934], [0.116159, -1.207615, 0.146022], [1.545323, -1.498340, 0.176569], [2.441394, -0.365375, -0.356039], [2.037404, 0.885348, 0.326849], [1.350873, 2.963435, -0.877216], [-3.326411, -1.077206, 0.606750], [-2.972323, -0.740744, -1.283150], [-2.893289, 1.831786, -0.739382], [-3.200325, 1.410012, 0.950187], [-0.459731, -2.015020, 0.362958], [1.561671, -2.356476, -0.328611], [1.945478, -1.594539, 1.130683], [3.511333, -0.763117, -0.043762], [2.257939, -0.181583, -1.367621], [2.474426, 0.985472, 1.335943]],
  "forces_ev_per_angstrom": [[-0.845, -0.299, 1.810], [-0.778, -1.769, -2.960], [2.202, 2.286, 2.012], [2.792, -1.141, -0.005], [0.987, 2.405, -0.700], [0.120, 2.469, -1.579], [-1.969, 0.659, 0.334], [-0.089, 4.108, 0.021], [1.505, -1.809, 1.198], [-0.509, 0.558, 2.349], [0.076, -0.604, -0.253], [-1.118, -1.310, 0.362], [-0.809, -0.975, -0.048], [-0.318, -1.967, 0.583], [-0.626, -0.102, 1.068], [-0.104, 0.184, -0.374], [1.021, -3.445, -2.100], [-0.133, -0.755, 2.215], [-1.893, 1.280, -1.276], [0.441, -0.312, -2.023], [0.049, 0.538, -0.634]],
  "charge": 1,
  "e_homo_ha": -0.497,
  "de_lowest_kcal_mol": 119.3,
  "smiles": "C1=C2C(=[N+]3CC3)NCC[C@@H]12",
  "homo_lumo_gap_ha": 0.345
}



(4)
{
  "formula": "C5H7N",
  "method": "the ωB97M-V functional and the def2-TZVPD basis",
  "symbols": ["C", "C", "C", "N", "C", "C", "H", "H", "H", "H", "H", "H", "H"],
  "xyz": [[-0.424970, 1.135838, -0.660664], [-0.241996, -0.348319, 0.052712], [-0.734855, 0.198295, 1.335598], [-1.199246, -1.098964, -0.565330], [1.182580, -0.714285, 0.006682], [2.334000, -1.059826, -0.065382], [-0.092474, 0.951950, -1.681118], [0.210402, 1.887778, -0.190857], [-1.476606, 1.425891, -0.665452], [-1.676228, -0.200092, 1.702736], [-0.440053, 1.182141, 1.687070], [-0.797550, -1.997539, -0.845060], [3.356990, -1.362867, -0.110930]],
  "forces_ev_per_angstrom": [[-0.001, 0.399, -0.128], [0.010, -0.170, 0.179], [-0.079, 0.164, -0.100], [0.212, -0.150, -0.003], [0.438, -0.193, -0.079], [-0.429, 0.165, 0.056], [-0.040, -0.075, 0.199], [-0.106, -0.102, -0.052], [0.154, -0.029, 0.014], [0.138, -0.030, -0.041], [-0.006, -0.133, -0.051], [-0.107, 0.108, 0.015], [-0.183, 0.047, -0.007]],
  "e_homo_ha": [-0.289, -0.289],
  "de_lowest_kcal_mol": 155.3,
  "homo_lumo_gap_ha": [0.245, 0.245]
}



(5)
{
  "formula": "C10H17Cl3O6Pt",
  "method": "the ωB97M-V functional and the def2-TZVPD basis",
  "symbols": ["C", "C", "C", "C", "C", "C", "C", "C", "C", "C", "Pt", "Cl", "Cl", "O", "H", "H", "H", "H", "H", "H", "H", "H", "H", "H", "H", "H", "H", "H", "H", "H", "O", "H", "O", "Cl", "O", "O", "O"],
  "xyz": [[0.307121, -1.124463, -0.920146], [1.194623, 0.010714, -1.340854], [0.419918, 1.153695, -1.452341], [2.613912, -0.108097, -1.655638], [-0.958389, 0.778680, -1.325667], [-1.034502, -0.611385, -1.136554], [-2.241491, -1.443861, -1.022569], [0.674301, -2.520747, -1.250379], [0.910517, 2.528619, -1.672582], [-2.094313, 1.719605, -1.408213], [0.632234, -0.346873, 1.417790], [2.163636, 1.647855, 0.938204], [2.687989, -1.217448, 1.429348], [-1.187152, 0.616970, 1.220191], [2.950337, -1.104118, -1.399565], [3.170256, 0.580953, -0.940652], [2.802045, 0.093703, -2.718640], [1.817783, 2.742930, -1.090752], [0.235053, 3.315491, -1.322262], [1.085550, 2.642680, -2.743388], [-1.932369, 2.705383, -0.927256], [-3.014682, 1.308608, -0.965635], [-2.260914, 1.863963, -2.492552], [-3.074532, -0.887126, -0.595395], [-2.036376, -2.301525, -0.377357], [-2.519303, -1.830736, -2.016974], [1.720349, -2.751518, -1.024333], [0.497339, -2.700614, -2.329664], [0.041533, -3.220033, -0.712212], [-1.328026, 1.102118, 2.096260], [-0.669572, -1.946764, 1.393468], [-0.776259, -2.114278, 2.386883], [-0.404546, -1.145598, 4.585754], [-0.170291, 0.270210, 4.827032], [-1.440189, 0.909084, 5.219586], [0.876138, 0.517389, 5.800838], [0.342283, 0.866538, 3.526221]],
  "forces_ev_per_angstrom": [[1.204, 2.661, -1.630], [-1.226, -3.051, 0.725], [-3.619, 0.677, 0.001], [1.078, 0.411, 0.915], [2.291, 1.313, -0.442], [1.191, -0.458, 0.973], [-0.213, -0.445, -0.184], [-0.010, -0.619, -0.158], [0.420, 0.669, 0.017], [-0.667, 0.325, -0.361], [-2.639, 0.076, -1.186], [0.317, 1.634, 0.783], [2.190, -1.869, 0.471], [-0.140, 1.854, 1.885], [0.202, -0.211, -0.165], [-0.453, -0.552, -1.179], [0.120, 0.184, 0.164], [-0.089, -0.389, -0.510], [-0.335, -0.299, -0.238], [0.125, 0.411, -0.228], [0.197, -0.616, -0.266], [0.344, 0.032, -0.136], [-0.360, 0.374, 0.305], [-0.046, 0.041, -0.065], [0.001, 0.201, 0.014], [-0.144, 0.111, 0.066], [-0.224, 0.066, 0.067], [0.175, 0.009, 0.200], [0.021, -0.111, 0.249], [0.387, -0.964, -1.724], [-0.123, -1.705, 2.947], [0.015, 0.277, -1.979], [0.197, 0.592, 0.677], [0.386, 0.855, -2.120], [1.423, -0.489, -0.248], [-0.908, -0.462, 0.140], [-1.090, -0.531, 2.222]],
  "charge": -2,
  "e_homo_ha": [0.010, -0.060],
  "spin_multiplicity": 5,
  "homo_lumo_gap_ha": [0.180, 0.235]
}